No. 1
Here is a molecular structure, C9H7CrN2O5 in a non-equilibrium geometry from OMol25. Energies are from wB97M-V/def2-TZVPD.

```
24
Properties=species:S:1:pos:R:3:mulliken_spin:R:1
O 3.5915 -2.2385 1.3840 0.16
C 2.5905 -1.6867 1.0950 -0.27
Cr 1.0261 -1.0278 0.7225 3.06
C -0.0869 -2.4688 1.0189 -0.16
O -0.7738 -3.3982 1.1999 0.18
C 4.8569 0.7151 0.4870 0.74
O 3.8723 1.2578 0.2310 0.25
C 1.1507 -1.3659 -1.1357 -0.10
O 1.0859 -1.6370 -2.2694 0.09
C 0.8237 -0.2918 2.4460 -0.11
O 0.6499 0.0114 3.5594 0.10
H 5.8250 0.3752 0.6695 0.03
C -3.3741 0.8540 -1.8186 0.00
N -2.2086 0.8933 -0.9460 0.01
C -1.7455 1.9894 -0.2219 0.03
C -0.6498 1.5518 0.4774 0.03
N -0.4463 0.2070 0.1593 -0.12
C -1.3994 -0.1574 -0.7003 0.09
H -4.2969 0.9419 -1.2294 0.00
H -3.3347 1.6774 -2.5452 0.00
H -3.3806 -0.1059 -2.3473 0.00
H -2.2190 2.9607 -0.2491 0.00
H -0.0027 2.0781 1.1623 -0.01
H -1.5545 -1.1351 -1.1496 0.00
```

Computed properties:
- Relative energy (zero: lowest compared OMol25 entry of this formula, charge and spin): 0.0 kcal per mole
- E_LUMO (spin up / spin down): -3.445 / -5.928 eV
- 2S+1: 5
- Net charge: +1
- HOMO level (spin up / spin down): -9.264 / -12.842 eV
- Frontier orbital gap (spin up / spin down): 5.820 / 6.914 eV

No. 2
Here is a single C9H7IO molecule in a non-equilibrium geometry from OMol25. Energies are from wB97M-V/def2-TZVPD.

```
18
Properties=species:S:1:pos:R:3:nbo_charge:R:1
O -1.9487 4.0869 -0.0027 -0.62
C -2.0384 2.8164 -0.2481 0.24
C -1.5328 1.7354 -0.3885 -0.13
C -1.4111 0.0269 -0.7094 -0.33
I -3.0610 -0.9805 0.2022 0.12
C -0.1166 -0.3912 -0.2081 -0.12
C 0.7187 -1.0559 -1.1583 -0.19
C 1.8753 -1.7132 -0.7430 -0.20
C 2.3733 -1.4563 0.5569 -0.19
C 1.5652 -0.7783 1.4669 -0.19
C 0.3135 -0.2536 1.0871 -0.18
H -2.7650 4.2279 0.4183 0.49
H -1.6764 -0.2675 -1.7826 0.26
H 0.2652 -1.2306 -2.2066 0.21
H 2.5102 -2.3266 -1.2842 0.21
H 3.2317 -1.8844 0.7813 0.20
H 1.9638 -0.6675 2.4302 0.21
H -0.2670 0.1122 1.7884 0.21
```

Computed properties:
- Relative energy (zero: lowest compared OMol25 entry of this formula, charge and spin): 0.0 kcal per mole
- E_LUMO: 0.158 eV
- SMILES: OC#C[C@H](I)c1ccccc1
- HOMO level: -9.064 eV
- Frontier orbital gap: 9.222 eV

No. 3
Here is a single C9H7N3O molecule in a non-equilibrium geometry from OMol25. Energies are from wB97M-V/def2-TZVPD.

```
20
Properties=species:S:1:pos:R:3:nbo_charge:R:1
O -0.7562 -3.3323 1.5121 -0.38
N -1.1695 -2.6854 2.5273 0.27
N -0.8476 -1.3246 2.2799 -0.43
C -0.6252 -0.9139 0.9698 0.32
C 0.1816 -1.5816 0.0941 -0.26
C 0.7031 -0.9541 -1.0365 -0.13
C 0.7103 0.4297 -1.1247 -0.08
C 1.3004 1.2150 -2.2659 -0.20
C 1.4151 2.5235 -2.1784 -0.24
C 0.5417 3.2842 -1.2467 -0.19
C -0.3031 2.4892 -0.4742 -0.19
C -0.1628 1.0615 -0.2544 0.15
N -0.7462 0.3950 0.7265 -0.43
H -1.4472 -0.6194 2.8791 0.41
H 0.0549 -2.6415 -0.0527 0.25
H 1.0598 -1.7169 -1.6914 0.23
H 1.9301 0.8111 -3.0648 0.22
H 1.5764 3.3777 -2.8210 0.23
H 0.7325 4.3420 -1.0499 0.22
H -1.0800 3.0891 0.0693 0.22
```

Computed properties:
- Relative energy (zero: lowest compared OMol25 entry of this formula, charge and spin): 88.4 kcal per mole
- E_LUMO: -0.671 eV
- SMILES: O=NNc1ccc2ccccc2n1
- HOMO level: -8.914 eV
- Frontier orbital gap: 8.243 eV

No. 4
Here is a single C9H7NO2 molecule in a non-equilibrium geometry from OMol25. Energies are from wB97M-V/def2-TZVPD.

```
19
Properties=species:S:1:pos:R:3:nbo_charge:R:1
O 0.1721 -1.1102 2.5915 -0.67
C -0.0533 -1.1556 1.3108 0.47
C -0.4490 -2.3003 0.6038 -0.35
C -0.7520 -2.4298 -0.6609 0.05
N -0.3996 -1.2939 -1.3327 -0.51
C -0.2459 -0.0170 -0.7524 0.16
C -0.0633 0.9570 -1.7682 -0.30
C 0.6728 2.0961 -1.2227 -0.12
C 1.1502 2.1599 0.2185 -0.36
C 0.6269 1.2945 1.1410 0.44
O 0.4119 1.5761 2.4661 -0.71
C -0.0271 0.0006 0.5128 -0.22
H -0.3812 -3.1718 1.3278 0.24
H -0.9850 -3.3852 -1.2211 0.24
H -1.0457 -0.9765 -2.3743 0.38
H -0.5497 0.6466 -2.8417 0.22
H 0.4788 3.1293 -1.7822 0.23
H 1.4439 3.1513 0.5561 0.23
H -0.0048 0.8287 3.2278 0.57
```

Computed properties:
- Relative energy (zero: lowest compared OMol25 entry of this formula, charge and spin): 129.4 kcal per mole
- E_LUMO: -0.070 eV
- SMILES: O=c1cc[nH]c2cccc(O)c12
- HOMO level: -8.414 eV
- Frontier orbital gap: 8.344 eV

No. 5
Here is 2 unconnected molecules or ions with the total composition C9H7NO3 in a non-equilibrium geometry from OMol25. Energies are from wB97M-V/def2-TZVPD.

```
20
Properties=species:S:1:pos:R:3:nbo_charge:R:1
C -2.3014 -0.8472 -0.0799 0.62
C -0.9856 -1.5594 0.3429 -0.51
C 0.3442 -0.6621 -0.0438 0.02
C 1.4732 -1.3470 -0.1662 -0.23
C 2.6489 -0.6721 -0.2152 -0.16
C 2.5760 0.8253 -0.1827 -0.19
C 1.4257 1.5062 -0.3283 -0.17
C 0.2965 0.6512 -0.1932 -0.19
C -0.9769 1.3056 0.0934 0.68
H -2.9002 2.1037 -0.0938 0.49
H -0.8409 -2.9702 0.0432 0.27
H -0.9022 -1.5517 1.6645 0.26
H 1.4593 -2.3978 -0.0237 0.22
H 3.7165 -1.0910 -0.1279 0.23
H 3.4146 1.3910 -0.1614 0.20
H 1.3644 2.5293 -0.0622 0.24
N -2.0736 0.4255 -0.4819 -0.21
O -3.3134 1.1550 -0.5465 -0.52
O -3.4227 -1.2744 -0.0545 -0.52
O -1.0023 2.4801 0.6172 -0.56
```

Computed properties:
- Relative energy (zero: lowest compared OMol25 entry of this formula, charge and spin): 126.5 kcal per mole
- E_LUMO: -0.586 eV
- HOMO level: -9.655 eV
- Frontier orbital gap: 9.070 eV

No. 6
Here is a single C9H8Br2O2 molecule in a non-equilibrium geometry from OMol25. Energies are from wB97M-V/def2-TZVPD.

```
21
Properties=species:S:1:pos:R:3:nbo_charge:R:1
C -1.8082 -0.8023 -1.3576 -0.64
C -1.0311 -0.4551 -0.1065 0.01
C -0.8609 -0.9863 1.0919 -0.21
C 0.0542 -0.1033 1.9512 0.00
O 0.0876 1.0956 1.2667 -0.50
C -0.1641 0.8023 -0.0934 0.31
C -0.4974 1.8986 -1.0431 -0.68
C 1.5430 0.1834 -0.4909 -0.09
Br 2.1639 0.2473 -2.1972 0.16
C 2.0473 -0.5195 0.5218 -0.29
Br 3.7667 -1.2772 0.3426 0.07
C 1.4240 -0.7903 1.8167 0.52
O 1.8816 -1.5196 2.6822 -0.50
H -2.3962 -1.7153 -1.0788 0.24
H -0.9918 -0.9914 -2.1193 0.23
H -2.2490 0.0659 -1.5599 0.22
H -0.9978 -1.9574 1.3491 0.21
H -0.2759 -0.0185 2.9005 0.21
H -1.2972 2.6816 -0.7598 0.25
H -0.7350 1.5488 -2.0103 0.23
H 0.3362 2.6126 -1.1059 0.24
```

Computed properties:
- Relative energy (zero: lowest compared OMol25 entry of this formula, charge and spin): 46.9 kcal per mole
- E_LUMO: -0.360 eV
- SMILES: CC1=C[C@@H]2O[C@@]1(C)C(Br)=C(Br)C2=O
- HOMO level: -8.932 eV
- Frontier orbital gap: 8.572 eV

No. 7
Here is a single C9H8BrFO5S molecule in a non-equilibrium geometry from OMol25. Energies are from wB97M-V/def2-TZVPD.

```
25
Properties=species:S:1:pos:R:3:nbo_charge:R:1
C -0.8710 2.7940 -1.2801 -0.85
S 0.8004 2.2453 -0.7241 2.00
O 1.6193 1.9621 -1.9769 -0.91
O 1.5172 3.3904 -0.0292 -0.87
C 0.7934 0.7006 0.2931 -0.34
C 0.4036 -0.5665 -0.2156 0.04
C -0.1169 -0.7732 -1.7263 -0.49
C -1.6649 -1.2557 -1.5717 0.05
F -2.5471 -0.3115 -2.2143 -0.38
C 0.4300 -1.9080 0.6670 0.48
O 0.2474 -3.0432 0.1492 -0.50
C 0.6831 -1.8634 2.2325 0.20
O 0.5248 -3.0251 3.0384 -0.66
C 1.0856 -0.5991 2.7631 -0.15
Br 1.4413 -0.5785 4.7180 0.12
C 1.2623 0.7044 1.8348 0.50
O 1.7995 1.6838 2.3856 -0.44
H -1.6035 3.0143 -0.4332 0.26
H -1.2918 2.0664 -2.0569 0.26
H -0.7314 3.7918 -1.8401 0.29
H -0.0879 0.1835 -2.3350 0.27
H 0.4565 -1.6433 -2.1877 0.26
H -1.8128 -2.3219 -1.9336 0.20
H -1.9606 -1.2457 -0.4576 0.17
H -0.3767 -3.4014 2.9004 0.50
```

Computed properties:
- E_LUMO: -2.378 eV
- SMILES: CS(=O)(=O)C1=C(CCF)C(=O)C(O)=C(Br)C1=O
- HOMO level: -10.127 eV
- Frontier orbital gap: 7.750 eV

No. 8
Here is 2 unconnected molecules or ions with the total composition C9H8BrNO2S2 in a non-equilibrium geometry from OMol25. Energies are from wB97M-V/def2-TZVPD.

```
23
Properties=species:S:1:pos:R:3:nbo_charge:R:1
C -0.6005 -1.2222 0.1009 -0.21
C 0.4120 -0.3621 0.6006 -0.27
C -1.2339 0.5456 -1.4679 -0.25
C -1.4975 -0.6410 -0.8566 0.14
C 0.5584 0.9346 0.2152 0.26
C -0.3035 1.4116 -0.8573 -0.11
C -3.6205 -1.7381 -1.5996 0.90
C -3.9624 -0.0273 0.6699 -0.51
C 2.4101 1.2705 1.5481 -0.27
N -2.5061 -1.3509 -1.3874 -0.55
O -4.6763 -2.0226 -1.9119 -0.51
O 1.4953 1.7542 0.6679 -0.48
S -3.4041 1.2086 1.7660 0.09
S -4.6302 -1.3838 1.3207 0.19
Br 0.0997 3.0955 -1.6040 0.09
H -0.4890 -2.2368 0.4219 0.23
H 1.0271 -0.7983 1.3271 0.22
H -1.9564 1.0042 -2.1106 0.24
H 1.9812 0.8304 2.5236 0.18
H 3.2623 2.0019 1.9989 0.21
H 3.0028 0.4705 0.9991 0.18
H -3.0262 2.0404 0.6779 0.16
H -4.8930 -1.4520 2.6696 0.07
```

Computed properties:
- Relative energy (zero: lowest compared OMol25 entry of this formula, charge and spin): 56.8 kcal per mole
- E_LUMO: -0.164 eV
- HOMO level: -8.214 eV
- Frontier orbital gap: 8.049 eV

No. 9
Here is 2 unconnected molecules or ions with the total composition C9H8N2O2 in a non-equilibrium geometry from OMol25. Energies are from wB97M-V/def2-TZVPD.

```
21
Properties=species:S:1:pos:R:3:nbo_charge:R:1
C -2.0918 1.9056 -0.3814 -0.22
C -1.8606 1.8798 0.9796 -0.20
C -1.4561 0.9658 -1.2319 -0.17
C -1.0203 0.8684 1.5511 -0.33
C -0.5582 0.0537 -0.7435 -0.20
C -0.4549 0.0700 0.6760 0.19
C 0.1026 -0.9920 -1.4161 -0.07
C 2.5175 1.0176 -1.5724 1.02
C 1.2815 -2.5375 1.5642 -0.42
N 0.8914 -1.7092 -0.7322 -0.13
N 1.0571 -1.5968 0.4965 -0.16
O 3.0165 0.6472 -2.5483 -0.53
O 2.1117 1.4460 -0.6105 -0.49
H -2.6692 2.6743 -0.9162 0.22
H -2.4117 2.6376 1.5283 0.22
H -1.8206 1.0627 -2.2306 0.21
H -0.8537 0.8874 2.5632 0.23
H 0.1016 -1.0481 -2.5362 0.21
H 0.7744 -3.4822 1.6064 0.20
H 2.3798 -2.7663 1.4737 0.21
H 0.9630 -1.9840 2.4801 0.23
```

Computed properties:
- Relative energy (zero: lowest compared OMol25 entry of this formula, charge and spin): 116.3 kcal per mole
- E_LUMO (spin up / spin down): 0.167 / 0.165 eV
- HOMO level (spin up / spin down): -7.834 / -7.834 eV
- Frontier orbital gap (spin up / spin down): 8.001 / 7.999 eV

No. 10
Here is 2 unconnected molecules or ions with the total composition C9H8N2O3S in a non-equilibrium geometry from OMol25. Energies are from wB97M-V/def2-TZVPD.

```
23
Properties=species:S:1:pos:R:3:nbo_charge:R:1
O 3.9227 -1.2467 0.9607 -0.51
C 2.8670 -0.9627 0.4396 0.63
C 2.7917 -0.1561 -0.8743 -0.74
S 1.2236 -0.0631 -1.6966 0.39
N 0.5536 -0.2794 0.3236 -0.45
C -0.7685 -0.2390 0.1706 0.34
C -1.8115 -0.6995 0.9694 -0.31
C -3.1607 -0.6452 0.5760 -0.14
C -3.4602 -0.1128 -0.6254 -0.32
C -2.3798 0.4166 -1.3559 0.09
N -1.1177 0.3292 -1.0173 -0.45
C 1.4408 -1.0925 1.0391 -0.37
H 2.9600 0.8121 -0.5648 0.24
H 3.7339 -0.5058 -1.4119 0.27
H -1.4097 -0.9544 2.0033 0.21
H -3.9517 -0.9236 1.3020 0.22
H -4.5367 -0.0294 -0.7513 0.23
H -2.7796 0.9385 -2.2368 0.20
H 1.1172 -2.1918 1.1914 0.21
H 1.5427 -0.8990 2.1123 0.24
O 0.3933 3.1786 -1.0448 -0.50
C 1.0736 2.8496 -0.1737 1.03
O 1.7558 2.4763 0.6649 -0.53
```

Computed properties:
- Relative energy (zero: lowest compared OMol25 entry of this formula, charge and spin): 30.5 kcal per mole
- E_LUMO: -0.706 eV
- SMILES: O=C1CSN(c2ccccn2)C1.O=C=O
- HOMO level: -8.291 eV
- Frontier orbital gap: 7.585 eV

No. 11
Here is a single C9H8N2OS molecule in a non-equilibrium geometry from OMol25. Energies are from wB97M-V/def2-TZVPD.

```
21
Properties=species:S:1:pos:R:3:nbo_charge:R:1
O -2.5128 -3.5099 0.7240 -0.65
C -1.7354 -2.3851 0.4697 0.31
C -2.1999 -1.2408 -0.1524 -0.30
C -1.3024 -0.1380 -0.3752 -0.19
C 0.0419 -0.1837 0.0677 0.13
N 0.8702 1.0235 -0.1038 -0.40
C 0.4116 2.2630 -0.0309 -0.04
C 1.3132 3.2176 -0.3933 -0.12
N 2.3910 2.3554 -0.8691 -0.53
C 2.1516 1.0733 -0.6816 0.29
S 3.2354 -0.2707 -0.9556 -0.34
C 0.3394 -1.2732 0.8466 -0.18
C -0.4606 -2.3664 1.0437 -0.26
H -3.2207 -3.4124 -0.0160 0.48
H -3.2401 -1.1982 -0.5296 0.22
H -1.4313 0.7335 -0.9815 0.22
H -0.4455 2.6615 0.5811 0.24
H 1.1707 4.2416 -0.3126 0.24
H 3.3103 2.6663 -1.0569 0.43
H 1.3447 -1.0902 1.1826 0.24
H -0.0313 -3.1672 1.5429 0.23
```

Computed properties:
- Relative energy (zero: lowest compared OMol25 entry of this formula, charge and spin): 46.0 kcal per mole
- E_LUMO: 0.678 eV
- SMILES: Oc1ccc(-n2cc[nH]c2=S)cc1
- HOMO level: -7.635 eV
- Frontier orbital gap: 8.313 eV

No. 12
Here is a gas-phase ion, C9H8N3O (charge +1) in a non-equilibrium geometry from OMol25. Energies are from wB97M-V/def2-TZVPD.

```
21
Properties=species:S:1:pos:R:3:mulliken_spin:R:1
C 2.6578 0.9172 -0.2219 0.29
C 3.3779 -0.2261 -0.4757 0.18
C 1.6795 -1.7535 0.0859 0.18
C 1.2563 0.6254 0.1846 0.04
C 0.7115 -0.6654 0.1593 0.27
C 0.7283 1.8224 0.5669 0.23
C -1.8607 -0.3414 0.3409 -0.06
C -2.9419 -0.7593 1.0046 0.21
C -2.5533 1.3584 -1.2063 -0.02
N 2.8913 -1.4859 -0.3368 0.22
N -0.5801 -1.0298 0.3765 0.33
N -1.8193 0.7954 -0.3560 0.00
O 0.4019 2.8696 0.9317 0.15
H 3.1112 1.8338 -0.0467 0.01
H 4.2801 -0.3337 -1.0642 0.00
H 1.5420 -2.8376 0.4082 0.00
H -3.7813 -0.2067 1.0271 0.01
H -2.9429 -1.6227 1.6525 0.00
H -3.3012 0.6902 -1.6834 0.00
H -2.3270 2.3582 -1.6336 0.00
H -0.5302 -2.0085 0.2863 -0.02
```

Computed properties:
- E_LUMO (spin up / spin down): -3.827 / -7.452 eV
- 2S+1: 3
- Net charge: +1
- HOMO level (spin up / spin down): -10.640 / -12.753 eV
- Frontier orbital gap (spin up / spin down): 6.812 / 5.301 eV

What did we get for calculated total energy? Answer: -51074.286, -19589.991, -15959.137, -15026.699, -17073.560, -153639.396, -103289.567, -106756.542, -16533.763, -29418.396, -25324.249, -15967.689 eV, in the order shown.